16
Properties=species:S:1:pos:R:3:forces:R:3:mulliken_charge:R:1 method="wB97M-V/def2-TZVPD" lumo_ha=-0.11011 gap_ev=12.5 relative_energy_kj_mol=332.00 smiles=C[N@H+]1[C@@H]2C[C@@]21C total_charge=+1 multiplicity=1
C -1.5802 -0.6169 -0.8282 0.0 -1.0 -0.4 -0.8567
N -0.6833 0.5018 -0.5410 -0.6 -0.7 -0.7 -0.0571
C -0.3186 0.7867 0.8566 1.0 1.9 -2.3 -0.2135
C 0.9376 1.6290 0.4055 -2.1 -1.0 0.8 -0.6881
C 0.6768 0.2248 -0.0512 1.9 -2.7 1.5 0.4980
C 1.4168 -1.3642 0.2481 -1.8 5.4 1.5 -1.0165
H -1.5079 -1.2877 0.0712 -0.3 0.2 -1.3 0.3454
H -2.5656 -0.1435 -0.9097 0.0 -0.6 0.1 0.3501
H -1.3039 -1.0966 -1.8472 -0.4 0.6 2.0 0.2945
H -0.9195 1.2440 -1.2006 0.8 0.5 0.2 0.3157
H -0.9403 0.5258 1.6800 0.0 -0.1 0.6 0.4209
H 0.8090 2.4448 -0.2835 -0.2 0.2 -0.2 0.2440
H 1.4962 1.8667 1.2732 1.2 -0.2 0.4 0.2959
H 2.4708 -1.2186 0.2926 0.6 0.0 -0.3 0.3401
H 1.0414 -2.0541 -0.4034 -0.7 -1.8 -1.8 0.3682
H 0.9708 -1.4419 1.2376 0.5 -0.7 0.0 0.3592

16
Properties=species:S:1:pos:R:3:forces:R:3:mulliken_charge:R:1 method="wB97M-V/def2-TZVPD" lumo_ha=-0.19804 gap_ev=9.4 relative_energy_kj_mol=163.29 smiles="C=C/C(C)=[NH+]/C" total_charge=+1 multiplicity=1
C -2.6550 0.1771 0.0745 5.1 -1.5 3.2 -0.7329
C -1.3956 0.6948 -0.2058 -4.1 2.7 -2.8 -0.2658
C -0.1168 0.1162 -0.0718 0.5 0.1 0.4 1.1843
C -0.0882 -1.3290 0.0951 -0.4 -1.9 -0.2 -1.3678
N 0.9411 0.8681 -0.1026 -0.9 -1.8 0.3 -0.0950
C 2.2284 0.3621 0.0698 3.4 -1.9 -3.6 -0.8739
H -3.5328 0.7146 0.0418 -1.7 1.1 -0.8 0.3492
H -2.6371 -0.6543 0.8815 -0.5 0.9 -1.9 0.2676
H -1.4188 1.6759 -0.8354 0.2 -1.5 1.4 0.2087
H 0.5376 -1.9222 -0.6619 -1.2 1.1 0.5 0.4139
H -1.1894 -1.5384 0.0836 1.6 -1.0 -0.2 0.2112
H 0.3372 -1.6957 1.0227 0.0 0.3 0.5 0.4375
H 0.9569 1.7604 -0.5072 -0.8 1.8 -0.1 0.2686
H 2.3801 -0.7262 0.2831 -0.8 1.0 -0.4 0.3221
H 2.8341 0.6306 -0.9083 -1.1 -0.9 1.5 0.3120
H 2.8182 0.8660 0.7409 0.8 1.5 2.2 0.3601

16
Properties=species:S:1:pos:R:3:forces:R:3:mulliken_charge:R:1 method="wB97M-V/def2-TZVPD" lumo_ha=-0.12725 gap_ev=10.4 relative_energy_kj_mol=498.38 total_charge=+1 multiplicity=1
C -0.8272 -0.0081 -0.1303 5.6 1.0 2.1 -0.2637
C -1.2249 -1.1922 0.0766 -1.4 -3.9 1.8 0.1008
C 1.7548 1.6349 0.9535 3.6 1.0 4.0 -0.2794
C 1.2395 0.3783 0.5836 -5.9 0.0 -2.3 -0.3551
C -2.5294 -1.6160 -0.6554 0.7 2.2 1.2 -1.0751
N 2.0564 1.1649 -0.4306 -0.6 -0.7 -0.8 -0.2392
H -1.1542 0.7718 -0.6882 -0.8 2.2 -1.5 0.3647
H -0.7393 -1.9451 0.8272 -0.8 1.5 -1.7 0.2355
H 1.3484 2.6198 1.3695 -0.1 -1.4 -1.7 0.2865
H 2.7192 1.4620 1.6151 -1.6 0.5 -1.4 0.2466
H 1.3725 -0.6011 0.9433 1.2 -0.8 0.2 0.3625
H -3.4373 -1.5953 -0.0489 0.4 -0.4 0.2 0.3047
H -2.6656 -0.8707 -1.4214 -0.3 0.1 -0.5 0.3062
H -2.3339 -2.5245 -1.1112 0.0 -2.0 -0.8 0.3506
H 1.4192 1.5524 -1.1781 1.4 -0.7 0.8 0.3294
H 3.0018 0.7691 -0.7047 -1.5 1.1 0.4 0.3251

16
Properties=species:S:1:pos:R:3:forces:R:3:mulliken_charge:R:1 method="wB97M-V/def2-TZVPD" lumo_ha=-0.22282 gap_ev=8.4 relative_energy_kj_mol=326.14 total_charge=+1 multiplicity=1
C -2.5365 0.4266 0.5098 -4.2 0.0 1.6 -0.2786
C 0.5228 -0.6850 -0.8152 -0.4 0.9 -1.8 -0.4216
C -0.8951 -1.0373 -0.3544 -1.4 0.5 -2.6 -0.6847
C 1.0450 0.1038 0.2381 0.3 0.5 2.5 0.3323
C 2.1049 1.1167 0.2529 2.3 -0.7 2.6 -1.0149
N -1.3472 0.2310 0.2460 1.3 -0.5 -0.2 -0.2568
H -2.8474 1.3492 1.1319 0.5 -1.3 -1.3 0.2604
H -3.4441 -0.3588 0.3089 2.3 1.7 0.2 0.2305
H 0.9576 -1.6382 -0.8122 1.7 -1.6 0.1 0.3601
H 0.7947 -0.2546 -1.8325 -1.1 -0.5 1.0 0.3485
H -1.5526 -1.3497 -1.2563 1.0 0.4 1.5 0.4559
H -0.8766 -1.8610 0.3645 0.0 0.3 0.0 0.3418
H 0.6098 -0.1628 1.2295 0.8 0.2 -0.6 0.2961
H 2.5461 1.3779 1.3430 -1.7 -0.4 -2.4 0.3213
H 1.8782 1.9961 -0.3029 -0.5 0.9 -0.5 0.3471
H 3.0405 0.7460 -0.2513 -0.9 -0.1 -0.1 0.3626

16
Properties=species:S:1:pos:R:3:forces:R:3:mulliken_charge:R:1 method="wB97M-V/def2-TZVPD" lumo_ha=-0.19329 gap_ev=8.2 relative_energy_kj_mol=210.80 smiles="C=[NH+]C/C=C/C" total_charge=+1 multiplicity=1
C 2.6556 -0.6120 -0.5000 1.3 -1.0 -0.5 -0.0573
N 2.2135 0.1998 0.3614 -1.8 -0.4 -1.6 0.0207
C 0.8316 0.7550 0.4449 -0.3 -1.3 -1.8 -0.3493
C -0.3403 -0.0341 -0.0536 1.3 -0.7 -0.1 -0.1523
C -1.5191 0.3167 0.3615 -2.0 -2.7 -0.9 -0.2382
C -2.6987 -0.4520 -0.1673 -1.9 1.1 2.1 -1.0537
H 3.7455 -0.8313 -0.7536 -1.5 0.6 1.0 0.2699
H 1.9322 -1.1748 -1.0360 -0.6 -0.3 -0.6 0.2165
H 2.8397 0.7363 0.8506 2.1 1.5 1.7 0.2465
H 0.7590 1.5436 -0.2667 1.0 1.4 -0.2 0.3152
H 0.6435 1.0883 1.4171 0.0 0.5 1.5 0.3838
H -0.3585 -0.7345 -0.8945 0.8 0.1 0.4 0.0805
H -1.7689 1.0367 1.0297 -0.1 2.2 2.3 0.4257
H -3.5193 0.3171 -0.3919 1.0 -1.4 -0.2 0.3192
H -3.1673 -1.2263 0.5836 1.1 1.5 -1.3 0.2623
H -2.2485 -0.9285 -0.9853 -0.7 -1.1 -1.6 0.3104

17
Properties=species:S:1:pos:R:3:forces:R:3:mulliken_charge:R:1 method="wB97M-V/def2-TZVPD" lumo_ha=0.03735 gap_ev=10.0 relative_energy_kj_mol=318.50 smiles="C=NN1CCCC1" multiplicity=1
C -2.2189 0.1239 1.5837 1.2 3.7 -1.5 -0.3804
N -1.4407 1.0059 0.9804 -0.7 -0.4 0.1 -0.5886
N -0.7048 0.6123 -0.1814 -0.1 -0.2 2.5 0.1892
C 0.6171 1.1939 -0.3053 1.8 3.9 -0.7 -0.5427
C 1.4329 0.2825 -1.2145 1.7 -0.7 3.2 -0.5037
C 1.0087 -1.0078 -0.4806 2.2 -2.1 -2.5 -0.8687
C -0.3738 -0.7911 -0.0002 -2.4 -2.2 -2.5 -0.4752
H -2.8072 0.6620 2.3728 0.4 -1.4 -0.6 0.2823
H -2.3524 -0.8391 1.1160 -0.6 -0.3 0.7 0.3594
H 1.1044 1.2028 0.7016 -0.2 0.4 -0.7 0.3261
H 0.7366 2.2272 -0.8545 -1.1 -1.4 1.7 0.2965
H 1.0631 0.3305 -2.1851 -0.3 0.1 -1.9 0.3441
H 2.6039 0.5011 -1.1213 -2.7 -0.4 -0.4 0.2603
H 1.6875 -1.1701 0.3083 0.7 0.4 1.5 0.3116
H 1.2643 -1.9862 -1.0196 -1.1 1.2 0.1 0.3475
H -1.1725 -1.2054 -0.7568 1.4 -0.7 1.9 0.2734
H -0.4479 -1.1425 1.0565 -0.3 0.2 -0.9 0.3687

17
Properties=species:S:1:pos:R:3:forces:R:3:mulliken_charge:R:1 method="wB97M-V/def2-TZVPD" lumo_ha=0.03327 gap_ev=7.5 relative_energy_kj_mol=325.63 multiplicity=1
C 0.4908 2.3682 -0.1584 0.0 0.1 -0.1 -1.1134
C 1.3891 1.3044 0.3629 0.0 -0.1 0.0 -0.1256
N 1.0890 0.0317 0.1226 0.0 0.0 0.0 -0.0891
C 0.2806 -0.4083 -0.8664 -0.1 0.2 0.0 -0.9389
C -0.7318 -1.4560 -0.6623 0.2 -0.1 -0.2 0.2626
C -0.9113 -2.1960 0.6097 0.2 -0.3 0.1 -0.4813
N -1.9010 -1.1974 0.2201 -0.1 0.2 0.1 -0.6125
H -0.5407 1.9740 -0.1424 0.2 0.1 0.0 0.2986
H 0.6673 2.6955 -1.1931 0.1 -0.1 0.1 0.2561
H 0.5449 3.2552 0.4815 0.1 -0.1 -0.1 0.3005
H 2.2554 1.5144 0.9767 -0.2 -0.1 0.0 0.4338
H 1.4986 -0.6676 0.7406 -0.1 0.1 -0.1 0.2874
H 0.1425 0.2892 -1.6819 -0.1 0.0 0.1 0.4240
H -1.0307 -1.9655 -1.5761 0.1 0.0 0.2 0.3596
H -1.2705 -3.2220 0.5839 0.1 0.1 0.0 0.2395
H -0.2536 -1.9867 1.4527 -0.1 0.0 -0.1 0.1998
H -1.7186 -0.3331 0.7299 -0.1 -0.1 -0.1 0.2990

17
Properties=species:S:1:pos:R:3:forces:R:3:mulliken_charge:R:1 method="wB97M-V/def2-TZVPD" lumo_ha=0.04421 gap_ev=10.5 relative_energy_kj_mol=201.39 smiles=C[C@H]1N[C@H]1[C@H]1CN1 multiplicity=1
C 1.9896 0.0768 -0.5201 0.0 0.0 0.0 -1.2563
C 0.8193 0.8755 -1.0453 0.1 0.2 0.1 0.0895
N -0.3466 0.2104 -1.6315 0.0 -0.3 -0.1 -0.6711
C -0.4794 0.8584 -0.3282 0.0 0.1 0.2 -0.2529
C -0.6177 0.1118 0.9725 0.1 0.2 0.0 0.0271
C -1.8535 -0.6308 1.3040 -0.3 0.1 0.1 -0.4319
N -0.5979 -1.3443 1.0665 0.1 -0.2 -0.2 -0.6025
H 2.6811 -0.1817 -1.3288 -0.1 0.0 0.1 0.3494
H 1.6634 -0.8499 -0.0363 0.0 0.1 -0.1 0.3540
H 2.5417 0.6572 0.2279 0.0 -0.1 -0.1 0.2822
H 1.0903 1.7899 -1.5735 0.0 -0.1 0.1 0.3693
H -0.2468 -0.8013 -1.5484 0.0 0.2 0.0 0.2673
H -1.0967 1.7558 -0.3680 0.1 -0.1 0.0 0.3913
H -0.0879 0.5889 1.7971 -0.1 0.0 -0.1 0.3382
H -2.2152 -0.6660 2.3289 0.1 0.0 -0.2 0.2558
H -2.6281 -0.6823 0.5412 0.1 0.0 0.1 0.2392
H -0.6158 -1.7683 0.1419 0.0 0.0 0.1 0.2515

17
Properties=species:S:1:pos:R:3:forces:R:3:mulliken_charge:R:1 method="wB97M-V/def2-TZVPD" lumo_ha=0.03896 gap_ev=10.1 relative_energy_kj_mol=393.26 smiles="C=C1N[C@H]1[C@H]1CN1.[H][H]" multiplicity=1
C -2.0777 0.1501 0.5729 0.1 0.0 -0.1 -0.9662
C -1.0212 0.1589 -0.2209 -0.1 0.0 0.2 0.0310
N -0.2195 0.9299 -1.0531 -0.1 0.2 0.0 -0.5175
C 0.2320 -0.4295 -0.6659 0.0 -0.3 0.1 0.2460
C 1.2972 -0.6720 0.3760 0.0 -0.1 -0.1 -0.0208
C 2.2628 0.3813 0.7683 0.3 0.1 -0.1 -0.5009
N 1.1991 -0.0279 1.6765 -0.2 0.1 0.1 -0.6082
H -2.7176 1.0190 0.6895 0.1 -0.1 0.0 0.2603
H -2.3338 -0.7595 1.1052 0.0 0.1 -0.1 0.2483
H 0.2557 1.7211 -0.6268 0.0 -0.1 0.0 0.2998
H 0.2488 -1.1158 -1.5108 0.0 0.1 0.1 0.4078
H 1.6150 -1.7120 0.4188 0.0 0.1 0.0 0.4053
H 3.2650 0.1136 1.0921 -0.1 0.0 -0.1 0.2584
H 2.2016 1.3452 0.2640 0.0 -0.1 0.1 0.1388
H 0.4210 0.6291 1.6776 0.1 0.0 0.0 0.3245
H -2.4542 -0.8309 -1.9391 0.0 0.0 -0.2 -0.1239
H -2.1741 -0.9007 -2.6242 -0.1 0.0 -0.1 0.1174

17
Properties=species:S:1:pos:R:3:forces:R:3:mulliken_charge:R:1 method="wB97M-V/def2-TZVPD" lumo_ha=0.03935 gap_ev=10.2 relative_energy_kj_mol=214.61 smiles="CC/N=C/[C@H]1CN1" multiplicity=1
C -2.2340 -0.0689 -0.0619 -0.3 -0.1 0.0 -0.9370
C -1.4355 0.3757 -1.3119 -0.2 -0.4 0.1 -0.4472
N -0.1223 0.5890 -0.7148 0.1 -0.2 0.0 -0.4684
C 0.6239 -0.4375 -0.6426 -0.6 0.1 0.3 -0.2504
C 1.4337 -0.6317 0.6040 -0.1 -0.1 -0.2 0.1450
C 2.5034 0.3325 0.9510 0.3 0.0 -0.2 -0.4438
N 1.2167 0.3801 1.6261 0.0 0.1 0.1 -0.6487
H -3.3110 0.0012 -0.2231 0.0 -0.1 0.0 0.3682
H -1.9678 0.5439 0.8126 -0.1 0.0 -0.4 0.2747
H -1.9671 -1.0956 0.2296 -0.1 0.2 -0.3 0.2649
H -1.3715 -0.4455 -2.0416 -0.3 0.1 0.0 0.2698
H -1.9470 1.2327 -1.7957 0.8 -0.2 0.4 0.3012
H 0.5111 -1.2931 -1.3329 -0.1 0.1 0.3 0.3883
H 1.4008 -1.6558 0.9869 0.3 0.2 -0.3 0.3310
H 3.3645 0.0205 1.5427 -0.2 0.1 -0.1 0.2713
H 2.6936 1.0636 0.1671 0.1 0.0 0.2 0.2409
H 0.6084 1.0890 1.2044 0.3 -0.1 0.1 0.3404

17
Properties=species:S:1:pos:R:3:forces:R:3:mulliken_charge:R:1 method="wB97M-V/def2-TZVPD" lumo_ha=0.03791 gap_ev=10.6 relative_energy_kj_mol=290.06 smiles="C#C[C@H](C)N.C=N" multiplicity=1
C 0.3317 -1.0787 -2.0302 -0.5 0.8 0.8 0.3105
C 0.3359 -0.6016 -0.9180 0.9 -1.2 -0.8 -1.0807
C 0.6825 -0.3118 0.4788 -0.2 0.4 0.4 0.4316
C 1.3075 1.0810 0.5843 -0.2 -0.1 0.1 -1.2298
N 1.5822 -1.2916 1.0793 0.0 -0.1 0.0 -0.6602
H 0.0804 -1.3509 -3.0177 0.1 -0.3 -0.4 0.4939
H -0.2447 -0.3356 1.0695 0.2 0.1 -0.1 0.1946
H 2.2384 1.1139 0.0215 0.1 0.0 -0.1 0.3522
H 0.6363 1.8373 0.1804 0.0 0.0 0.0 0.3280
H 1.5162 1.3051 1.6267 0.0 0.0 0.1 0.3321
H 1.1724 -2.2187 1.0401 0.1 0.1 0.0 0.2477
H 2.4573 -1.3205 0.5651 -0.1 0.0 0.0 0.2845
C -2.6159 0.6704 0.2116 0.1 0.5 1.0 -0.3217
N -2.4410 0.1943 -0.9261 1.2 0.0 -2.0 -0.5117
H -2.0436 1.4901 0.6689 0.0 -0.1 -0.1 0.2608
H -3.3770 0.2212 0.8478 -0.2 0.1 0.0 0.2717
H -1.6186 0.5961 -1.4821 -1.6 -0.4 1.2 0.2965

17
Properties=species:S:1:pos:R:3:forces:R:3:mulliken_charge:R:1 method="wB97M-V/def2-TZVPD" lumo_ha=0.03388 gap_ev=8.7 relative_energy_kj_mol=571.00 smiles=NC1C[C@@H]2N[C@H]2C1 multiplicity=1
N 1.5616 0.8156 1.4120 1.9 0.8 3.4 -0.6081
C 0.5363 -0.0885 1.0510 -1.6 -1.3 -1.4 -0.0149
C -0.8921 0.6375 0.7487 1.6 1.9 0.5 -0.9812
C -0.6150 0.6215 -0.7173 -2.8 -2.6 -1.2 -0.0802
N -1.0304 0.0739 -2.0162 -1.7 -1.2 1.8 -0.5486
C -0.5465 -0.9426 -0.9291 3.8 5.0 -2.7 -0.2705
C 0.7675 -1.0721 -0.1697 3.0 -1.7 -1.9 -0.7563
H 2.4763 0.3634 1.8722 -2.8 0.9 -1.5 0.2824
H 1.1197 1.3685 2.2210 1.3 -0.8 -1.5 0.3250
H 0.1192 -0.7659 1.7136 0.4 -1.5 2.7 0.3435
H -1.7600 0.2122 1.2521 0.0 -0.9 -0.8 0.3202
H -0.8767 1.6147 1.2509 0.3 0.4 -0.4 0.3959
H 0.3393 0.9655 -0.9170 1.8 1.1 0.0 0.4067
H -2.0713 -0.0846 -1.9557 1.2 0.0 -0.5 0.2948
H -1.1817 -1.5608 -0.4867 -3.6 -1.9 1.5 0.2897
H 0.7849 -2.1298 0.1591 -0.1 0.5 0.5 0.3322
H 1.8311 -1.1451 -0.7815 -2.6 1.3 1.4 0.2695

17
Properties=species:S:1:pos:R:3:forces:R:3:mulliken_charge:R:1 method="wB97M-V/def2-TZVPD" lumo_ha=0.02642 gap_ev=7.8 relative_energy_kj_mol=538.56 multiplicity=1
C -0.1507 -1.3655 -1.7157 -0.4 1.2 -1.0 -1.0796
C 0.4420 1.6334 1.2611 0.3 -0.5 0.1 -1.2301
C 0.0776 -1.1616 0.3265 1.3 -4.5 0.9 -0.7166
C -0.7166 1.0087 0.5262 -2.3 2.0 -3.5 0.8047
N 1.3963 -1.0464 0.5950 -1.3 0.7 -0.3 -0.2469
C -0.8255 -0.3786 -0.3235 3.0 1.3 2.5 0.3748
N -1.7226 1.7853 0.3746 -0.1 -0.1 1.1 -0.7237
H 2.0208 -0.3146 0.2807 -0.1 0.4 0.0 0.1534
H 1.8859 -1.8093 1.0301 -0.3 -0.1 0.0 0.2375
H -2.4982 1.3434 -0.1223 0.3 0.0 -0.2 0.2369
H -1.8603 -0.6731 -0.4500 -0.1 -0.1 0.3 0.2348
H -0.1666 -0.5255 -2.4142 -0.1 -0.3 -0.3 0.3469
H 0.8297 -1.8266 -1.7664 0.0 0.3 0.6 0.3238
H -0.8940 -2.1152 -1.9605 -0.2 0.2 0.1 0.3145
H 0.2012 2.6514 1.5594 -0.4 -0.1 -0.2 0.3363
H 1.3216 1.7014 0.6153 0.1 -0.2 0.2 0.2984
H 0.6593 1.0928 2.1836 0.3 -0.2 -0.2 0.3349

17
Properties=species:S:1:pos:R:3:forces:R:3:mulliken_charge:R:1 method="wB97M-V/def2-TZVPD" lumo_ha=0.03820 gap_ev=9.4 relative_energy_kj_mol=237.07 multiplicity=1
C 0.1980 -0.1552 1.0326 1.1 0.4 -3.1 -0.8006
C 2.0719 -1.2604 -0.3966 -0.3 -0.1 -0.4 -1.3280
C -2.4974 1.0025 0.2282 -0.1 0.1 0.1 -1.0451
C 1.2746 -0.0023 -0.1754 2.3 0.9 3.2 1.0159
C -1.6154 0.0699 -0.5345 0.2 -0.4 0.2 -0.0383
N -0.5540 -0.5017 -0.1317 -2.9 -0.9 -0.5 -0.3164
N 1.5910 1.1669 -0.5731 -0.3 0.0 0.8 -0.7505
H 2.5177 1.1997 -0.9905 -0.4 -0.3 -0.9 0.2488
H 0.4302 -1.0332 1.6307 0.0 0.2 0.1 0.2877
H -0.0765 0.7760 1.5283 0.2 -0.2 0.2 0.3816
H -1.9359 -0.2123 -1.5327 -0.1 0.0 -0.1 0.4063
H 1.4034 -2.1147 -0.4859 0.0 0.0 0.0 0.3337
H 2.6549 -1.1922 -1.3149 0.0 0.0 0.0 0.4215
H 2.7402 -1.4430 0.4429 0.1 0.1 0.1 0.2761
H -1.9668 1.8871 0.5760 0.1 0.1 0.0 0.3027
H -3.3241 1.3252 -0.4044 0.0 0.0 0.1 0.3082
H -2.9118 0.4878 1.1010 0.0 0.1 0.0 0.2963